Record 1
Density functional theory data (wB97M-V/def2-TZVPD) for an isolated molecule of C4H10NOP in a non-equilibrium geometry.

Values from the calculation:
HOMO: -0.33831 Ha
SMILES string: CC(C)(C)/N=P/O
Energy: -629.72082 Ha
Energy relative to the best compared isomer or geometry (same formula, charge and spin): 32.1 kcal per mole

```
! wB97M-V def2-TZVPD RIJCOSX def2/J DEFGRID3
* xyz 0 1
C -0.464 1.179 0.660
C 0.186 -0.044 -0.018
C -0.445 -0.293 -1.513
C 0.054 -1.381 0.747
N 1.568 0.171 -0.354
P 2.782 -0.219 0.499
O 3.945 0.471 -0.322
H -1.566 1.090 0.819
H -0.174 1.439 1.718
H -0.379 2.057 -0.006
H -0.072 -1.157 -2.084
H -0.073 0.676 -1.888
H -1.562 -0.395 -1.232
H 0.716 -1.311 1.629
H -0.911 -1.535 0.858
H 0.559 -2.196 0.179
H 3.338 0.815 -1.106
*
```



Record 2
Density functional theory data (wB97M-V/def2-TZVPD) for a cluster of 2 separate species, C4H10NOP in total in a non-equilibrium geometry.

Values from the calculation:
HOMO: -0.32328 Ha
SMILES string: C/P=N/CO.C=C
Energy: -629.64305 Ha
Energy relative to the best compared isomer or geometry (same formula, charge and spin): 80.9 kcal per mole

```
! wB97M-V def2-TZVPD RIJCOSX def2/J DEFGRID3
* xyz 0 1
C 1.800 0.642 -1.267
P 0.795 1.392 0.157
N 0.672 0.168 1.142
C 0.168 0.006 2.454
O -0.023 -1.340 2.624
H 1.168 0.056 -1.919
H 2.521 -0.022 -0.929
H 2.196 1.438 -1.859
H 0.857 0.344 3.260
H -0.676 0.685 2.644
H -0.284 -1.592 1.772
C -1.902 0.011 -1.695
C -1.291 -0.512 -0.631
H -1.479 -0.303 -2.625
H -2.759 0.507 -1.558
H -1.555 -0.460 0.387
H -0.368 -1.088 -0.799
*
```



Record 3
Density functional theory data (wB97M-V/def2-TZVPD) for the ion C4H10NOS with charge -1 in a non-equilibrium geometry.

Values from the calculation:
HOMO: -0.09298 Ha
SMILES string: N[C@@H](C[O-])CCS
Energy: -686.55999 Ha
Energy relative to the best compared isomer or geometry (same formula, charge and spin): 65.7 kcal per mole

```
! wB97M-V def2-TZVPD RIJCOSX def2/J DEFGRID3
* xyz -1 1
N 1.004 1.160 0.727
C 0.689 0.051 -0.151
C 1.809 -1.150 0.243
O 2.953 -0.639 0.647
C -0.692 -0.470 0.128
C -1.795 0.556 -0.130
S -2.458 0.262 -1.865
H 0.917 0.796 1.674
H 2.017 1.255 0.626
H 0.955 0.198 -1.200
H 1.779 -1.767 -0.687
H 1.232 -1.632 1.082
H -1.008 -1.451 -0.249
H -0.706 -0.677 1.214
H -1.443 1.574 -0.233
H -2.677 0.418 0.490
H -2.578 1.517 -2.315
*
```



Record 4
Density functional theory data (wB97M-V/def2-TZVPD) for the ion C4H10NOS with charge -1 in a non-equilibrium geometry.

Values from the calculation:
HOMO: -0.05179 Ha
Energy: -686.50913 Ha
Energy relative to the best compared isomer or geometry (same formula, charge and spin): 97.6 kcal per mole

```
! wB97M-V def2-TZVPD RIJCOSX def2/J DEFGRID3
* xyz -1 1
C 1.204 -0.664 1.014
N 1.501 -1.289 -0.270
C 0.543 -2.243 -0.833
O -0.803 -2.244 -0.454
C 0.516 0.710 1.146
C -0.715 0.954 0.313
S -1.072 2.479 -0.349
H 0.589 -1.377 1.598
H 2.034 -0.637 1.742
H 1.691 -0.554 -0.940
H 0.460 -1.987 -1.907
H 0.939 -3.236 -0.608
H 1.263 1.512 1.088
H 0.120 0.815 2.205
H -1.501 0.232 0.419
H -1.172 -1.483 0.037
H -0.747 2.569 -1.666
*
```